Entry from the OMol25 dataset: a structure of composition C33H28BrN4O3PSTi at a distorted geometry (ωB97M-V/def2-TZVPD).

Structure (XYZ):
```
72
Properties=species:S:1:pos:R:3:forces:R:3:mulliken_spin:R:1
Br -8.5371 1.9954 -0.4635 -0.0347 -0.0050 -0.0032 0.000
Ti -0.6063 1.1260 -0.0284 -0.9936 -1.2766 0.2384 0.975
S -1.9695 0.2739 1.8316 0.2103 0.0886 -0.1725 -0.021
P 1.2203 -1.8198 0.0162 -0.6058 0.2816 0.0807 -0.011
O -1.7345 2.3862 -1.2140 -0.2704 0.0143 0.0864 -0.002
O 0.2386 -0.6562 0.0221 0.9269 -0.6314 -0.2399 0.031
O -1.9505 0.2463 -1.3758 -0.1344 -0.0310 0.1347 -0.013
N -3.2841 1.9293 3.4284 0.0019 -0.2103 0.1225 0.001
N -0.7275 2.7511 1.2699 -0.1742 0.6993 0.5598 -0.003
N -1.7182 2.9720 2.1859 0.1083 -0.7477 -0.2783 -0.003
N 1.2703 2.0803 -0.2538 0.3598 0.3269 -0.1019 0.009
C -4.5010 2.7611 -0.8137 -0.1456 0.1471 -0.0008 -0.002
C 1.5648 -1.2034 -2.6350 0.1421 -0.0155 -0.0357 0.019
C 2.3905 -1.6463 1.3434 0.2990 0.0626 0.1578 0.001
C 0.3142 -3.3323 0.2445 -0.0709 -0.2093 0.0336 0.004
C -5.8617 2.9102 -0.6024 0.1130 -0.0346 -0.0278 -0.001
C -1.0753 -5.7223 0.3918 -0.0019 0.0007 0.0081 0.000
C 4.6188 -1.3854 2.2268 -0.0759 0.0011 -0.0235 0.000
C 3.1567 -2.2733 -4.0892 -0.0018 -0.0054 0.0024 0.000
C 1.8643 -1.5253 2.6342 0.0895 -0.0309 0.0156 -0.001
C 3.7682 -1.5638 1.1439 -0.0467 0.0760 0.0737 0.001
C -1.6925 -4.5953 -0.1358 0.0174 0.0060 0.0080 0.000
C 0.2329 -5.6579 0.8529 -0.0136 0.0415 -0.0089 0.000
C -0.4508 5.1779 1.0826 0.1378 0.0925 -0.1171 0.001
C 2.1249 -1.3667 -3.8955 -0.0228 0.0300 -0.0019 0.005
C -0.1105 3.7628 0.7786 0.5948 0.0825 -0.2538 0.015
C 3.0834 3.9070 -1.2446 -0.1574 0.2776 0.0401 -0.001
C 2.0512 -1.9459 -1.5604 0.0619 -0.1232 -0.2038 -0.003
C 4.0929 -1.2819 3.5054 0.0295 0.0014 0.0174 0.000
C 3.6259 -3.0368 -3.0265 -0.0435 0.0493 0.0193 0.000
C 1.9163 4.3388 -0.6177 0.2610 0.2054 -0.1657 -0.001
C 3.0688 -2.8818 -1.7681 -0.0434 -0.0266 -0.0745 -0.001
C 0.9306 -4.4617 0.7809 -0.0336 -0.0335 0.0406 -0.001
C -2.5232 1.3777 -1.3015 0.0740 0.1061 -0.5065 -0.004
C -1.0016 -3.3959 -0.2157 -0.0026 -0.0346 0.0462 0.000
C -2.3126 1.8288 2.5060 -0.0583 0.7811 0.1550 0.014
C 1.0507 3.4017 -0.1032 -0.4635 0.3157 0.6824 -0.005
C -3.9813 1.5236 -1.1724 0.1189 0.0812 -0.0485 0.001
C 3.3512 2.5571 -1.3174 -0.0826 -0.2353 0.0643 0.003
C 2.7190 -1.3455 3.7090 -0.0203 0.0037 -0.0145 0.000
C -6.1813 0.5649 -1.1268 0.0687 0.0131 -0.0094 -0.001
C 2.4027 1.6747 -0.8174 0.1442 0.0108 -0.2473 -0.004
C -6.6851 1.8062 -0.7606 -0.0429 -0.0323 -0.0073 0.001
C -4.8185 0.4254 -1.3258 -0.0962 -0.0778 -0.0099 0.002
H 0.4447 5.7806 1.2381 -0.0434 -0.0182 0.0198 0.000
H 3.5876 -2.4005 -5.0743 -0.0162 0.0135 0.0233 0.000
H -0.9994 5.6043 0.2371 0.0063 0.0038 0.0162 -0.001
H 5.6871 -1.3240 2.0677 -0.0072 -0.0044 0.0109 0.000
H 4.1808 -1.6232 0.1472 0.0283 -0.0143 -0.0336 0.000
H -3.7044 1.0963 3.7989 -0.0288 0.0030 -0.0343 0.000
H 2.5554 0.6086 -0.8980 -0.0585 -0.0472 0.0099 -0.002
H -3.8344 3.6038 -0.6916 0.0146 -0.0148 0.0045 0.000
H -6.8485 -0.2768 -1.2471 0.0053 0.0060 0.0071 0.000
H 1.6945 5.3917 -0.5158 0.0553 -0.0363 -0.0303 0.000
H -1.0817 5.2250 1.9622 -0.0258 -0.0118 0.0279 0.000
H 1.7445 -0.7912 -4.7292 0.0044 -0.0054 0.0081 0.000
H -6.2786 3.8659 -0.3181 0.0014 -0.0131 0.0013 0.000
H 0.7935 -1.5616 2.7994 -0.0203 -0.0205 -0.0464 0.000
H 4.4160 -3.7597 -3.1814 -0.0138 0.0093 0.0028 0.000
H 0.7048 -6.5354 1.2749 -0.0025 0.0149 -0.0047 0.000
H -1.4841 -2.5123 -0.6173 0.0375 0.0189 -0.0066 0.002
H -4.3999 -0.5350 -1.5954 0.0176 0.0149 0.0079 0.000
H -1.6199 -6.6558 0.4521 0.0049 0.0157 -0.0048 0.000
H 4.7577 -1.1452 4.3487 -0.0256 -0.0023 -0.0013 0.000
H 0.7449 -0.5107 -2.4932 -0.0389 -0.0038 0.0193 -0.005
H -3.3849 2.7920 3.9364 -0.0065 0.0283 -0.0565 0.000
H 2.3144 -1.2539 4.7084 0.0017 -0.0003 -0.0188 0.000
H 3.4148 -3.5112 -0.9578 -0.0030 0.0137 0.0408 0.000
H 3.7740 4.6323 -1.6558 0.0012 -0.0262 0.0244 0.000
H 4.2579 2.1745 -1.7633 -0.0101 0.0164 -0.0017 0.000
H 1.9445 -4.4083 1.1622 -0.0120 0.0191 -0.0242 0.000
H -2.7156 -4.6515 -0.4836 0.0114 0.0054 0.0047 0.000
```
Forces are in eV/Å.

Its multiplicity is 2. As for the charge: +1. Its expectation value of S² is 0.753. The calculation puts the HOMO-LUMO gap (spin up / spin down) at 7.10 / 7.35 eV. The calculation puts the relative energy (zero: lowest compared OMol25 entry of this formula, charge and spin) at 17.6 kcal per mole. For the total energy, the calculation gives -160060.8085 eV.